(1)
{
  "formula": "C8H19N3",
  "method": "ωB97M-V/def2-TZVPD",
  "symbols": ["C", "C", "C", "C", "C", "C", "C", "C", "N", "N", "N", "H", "H", "H", "H", "H", "H", "H", "H", "H", "H", "H", "H", "H", "H", "H", "H", "H", "H", "H"],
  "coordinates": [[1.598, -0.600, 1.421], [-1.094, -0.134, -2.657], [-2.007, -0.740, -1.588], [-0.275, 0.987, -2.014], [-1.228, -1.017, -0.227], [0.625, 0.477, -0.885], [-0.347, 0.103, 0.273], [1.624, 1.538, -0.437], [2.444, -0.909, 2.344], [0.369, -0.186, 1.466], [-0.860, -0.022, 2.997], [1.846, -0.816, 0.421], [-0.560, -0.958, -3.198], [-1.799, 0.359, -3.334], [-2.882, -0.141, -1.478], [-2.380, -1.787, -2.014], [0.370, 1.490, -2.813], [-1.004, 1.827, -1.737], [-2.046, -1.469, 0.440], [-0.586, -1.944, -0.357], [1.017, -0.496, -1.234], [-0.879, 0.963, 0.454], [2.619, 1.504, -1.037], [1.921, 1.374, 0.654], [1.120, 2.502, -0.455], [3.484, -1.156, 2.156], [2.216, -0.700, 3.327], [-1.551, -0.589, 2.475], [-1.021, 0.959, 3.111], [-0.732, -0.416, 3.925]],
  "atomic_forces_ev_per_a": [[0.18, -1.00, 2.09], [-0.74, -0.02, 0.17], [0.96, -2.99, -0.57], [-0.03, 1.06, -1.80], [-1.66, -2.67, -0.43], [0.23, 0.75, -0.37], [-1.32, -1.75, -0.50], [1.91, -0.72, 0.56], [2.12, 0.04, 1.38], [-1.01, -0.20, 1.21], [1.44, -1.52, -2.36], [0.63, -0.07, -1.31], [0.00, 1.09, 0.48], [0.42, -0.28, -0.44], [-0.57, 0.51, 0.57], [0.64, 2.14, 1.22], [-0.49, -0.72, 1.12], [1.08, -1.11, 0.17], [1.07, 1.18, -0.18], [-0.35, 1.06, -0.12], [0.37, 0.39, 0.15], [-1.40, 2.34, 0.34], [-1.92, 0.36, 0.84], [-0.06, 0.60, -1.51], [0.36, 0.18, -0.26], [-2.54, 0.47, 0.15], [0.35, -0.32, -0.62], [-0.04, 0.78, 0.41], [-0.36, 0.92, -0.50], [0.72, -0.52, 0.11]],
  "lowdin_charge": [-0.173, -0.196, -0.163, -0.155, -0.123, -0.317, -0.318, -0.027, 0.236, 0.155, 0.348, 0.158, 0.141, 0.126, 0.102, 0.169, 0.163, 0.164, 0.139, 0.145, 0.156, 0.141, 0.147, 0.083, 0.101, 0.221, 0.159, 0.136, 0.135, 0.145],
  "homo_energy_ha": -0.644,
  "e_lumo_ev": -11.43,
  "charge": 2,
  "mol_weight_g_mol": 157.3,
  "fmax_ev_per_a": 3.2
}



(2)
{
  "formula": "C8H19N3O2",
  "method": "ωB97M-V/def2-TZVPD",
  "symbols": ["C", "C", "C", "C", "C", "C", "C", "C", "N", "N", "N", "O", "O", "H", "H", "H", "H", "H", "H", "H", "H", "H", "H", "H", "H", "H", "H", "H", "H", "H", "H", "H"],
  "coordinates": [[1.472, -0.690, -0.052], [1.781, -1.273, 3.855], [-2.701, -0.523, 0.645], [0.242, 1.777, -3.444], [1.928, -0.412, 2.606], [-1.837, 0.755, 0.697], [0.212, 0.270, -3.545], [0.563, 0.272, 0.780], [0.733, 0.085, 2.097], [-0.547, 0.621, 0.147], [-0.960, -0.151, -2.734], [2.513, -0.408, -0.554], [0.737, -1.622, 0.066], [2.839, -1.625, 4.191], [1.301, -0.771, 4.721], [1.241, -2.248, 3.749], [-3.616, -0.508, 1.401], [-3.039, -0.628, -0.371], [-2.154, -1.448, 0.977], [1.169, 2.248, -3.792], [-0.664, 2.231, -3.897], [0.201, 2.078, -2.441], [2.585, 0.546, 3.015], [2.383, -1.107, 1.840], [-2.289, 1.568, 0.087], [-1.679, 1.163, 1.723], [1.091, -0.135, -3.142], [0.132, 0.044, -4.659], [-0.042, 0.072, 2.701], [-0.543, 0.607, -0.858], [-1.835, 0.322, -3.226], [-1.220, -1.110, -2.583]],
  "atomic_forces_ev_per_a": [[0.17, 2.84, 0.00], [0.93, -1.52, 1.36], [-0.78, -0.51, 2.39], [-0.10, 0.52, -0.90], [3.38, 0.28, 1.94], [-1.06, 1.11, 1.24], [-1.74, 0.32, -1.48], [-0.57, -1.12, 0.16], [-1.77, 1.51, -1.72], [1.41, 0.66, 0.73], [-2.50, 2.45, -1.53], [2.19, 0.44, -1.20], [-1.59, -4.46, -0.33], [-1.74, 0.91, -0.52], [0.37, 0.01, -0.49], [0.16, 0.86, -0.47], [1.70, 0.42, -1.78], [-0.34, -0.40, -0.27], [-0.14, 0.97, -0.59], [-0.32, -0.25, -0.53], [0.67, -0.19, -0.16], [-0.10, 0.28, 1.76], [-0.95, -2.53, -1.61], [0.20, 1.43, 0.89], [-0.26, -0.48, 0.67], [-0.61, -0.31, -0.51], [1.23, -0.79, 0.52], [0.12, -0.30, 1.31], [-1.13, 0.21, 0.77], [0.33, -0.41, -0.72], [2.23, -1.41, 1.49], [0.62, -0.54, -0.43]],
  "lowdin_charge": [-0.774, -0.115, -0.077, -0.121, -0.269, -0.249, -0.313, -0.141, 0.054, 0.048, -0.034, 0.073, 0.080, 0.105, 0.069, 0.080, 0.109, 0.045, 0.083, 0.082, 0.081, 0.033, 0.174, 0.132, 0.126, 0.118, 0.079, 0.119, 0.125, 0.084, 0.129, 0.064],
  "homo_energy_ha": -0.327,
  "e_lumo_ev": 0.64,
  "mol_weight_g_mol": 189.3,
  "fmax_ev_per_a": 4.7
}



The records above give, respectively, energy relative to the best compared isomer or geometry (same formula, charge and spin) values of 76.0; 0.0 kcal/mol.